Record 1
15
Properties=species:S:1:pos:R:3:mulliken_charge:R:1 method="wB97M-V/def2-TZVPD" e_homo_ev="-9.42 / -9.58" e_tot_ev=-10527.9845 molar_mass_g_mol=105.11 lumo_ev="-0.7 / -0.7" largest_force_ha_per_bohr=0.0882
C -0.5309 0.7169 0.4264 0.7302
C -0.0843 1.9261 -0.3836 -1.1539
C -0.9062 -1.7281 0.0997 -1.1090
C -0.3370 -0.5051 -0.4482 0.0472
N 1.6711 -0.8552 0.2925 -0.3222
O -0.9202 0.7205 1.5609 -0.5580
F 2.4625 0.0850 -0.3175 -0.1665
H 1.0024 1.9543 -0.3077 0.2671
H -0.2573 1.7415 -1.4919 0.3184
H -0.5613 2.8304 -0.0231 0.3707
H -1.6155 -2.2920 -0.5517 0.3309
H -0.0935 -2.4461 0.3474 0.3236
H -1.3001 -1.3761 1.0518 0.3096
H 0.1026 -0.2761 -1.4041 0.3205
H 1.3678 -0.4960 1.1491 0.2913

Record 2
231
Properties=species:S:1:pos:R:3:mulliken_charge:R:1 method="wB97M-V/def2-TZVPD" e_homo_ev=-8.78 e_tot_ev=-117810.5038 molar_mass_g_mol=1270.78 lumo_ev=0.3 largest_force_ha_per_bohr=0.0616
C -2.5171 -3.5382 3.1516 -1.4347
C -3.0335 -3.7456 1.7832 -0.0628
C -2.4617 -2.9316 0.6548 1.1271
O -3.1997 -3.2316 -0.5634 -0.6766
C -2.7467 -2.4562 -1.6721 -0.4810
N -2.9099 -5.2074 1.6366 -0.6762
H -2.9019 -4.2335 3.8976 0.4730
H -2.7561 -2.5331 3.4991 0.3336
H -1.4381 -3.6843 3.2010 0.0233
H -4.1174 -3.6299 1.7832 0.3081
H -1.3725 -2.9524 0.6187 -0.5006
H -2.6757 -1.8889 0.8894 0.1977
H -3.2454 -2.7590 -2.5928 0.1475
H -1.6722 -2.6114 -1.7685 0.4262
H -2.8767 -1.3831 -1.5318 0.2301
H -2.0075 -5.4831 1.2764 0.3142
H -3.5461 -5.4257 0.8832 0.3798
C 2.5598 -4.6247 -3.2962 -1.1037
C 1.9174 -4.2336 -4.5885 0.5934
C 1.6321 -2.7166 -4.7296 -0.8204
O 0.5263 -2.3500 -3.9111 -0.0972
C 0.1517 -0.9670 -3.9091 -0.0765
N 2.8234 -4.6484 -5.6318 -0.7715
H 2.8968 -5.6613 -3.2984 0.5465
H 1.8797 -4.5050 -2.4529 -0.1324
H 3.5036 -4.1009 -3.1449 0.2796
H 1.0094 -4.8179 -4.7374 0.1995
H 1.4014 -2.5390 -5.7800 0.3932
H 2.4738 -2.0501 -4.5417 0.3053
H -0.8552 -0.9175 -3.4946 -0.1347
H 0.1020 -0.5428 -4.9120 0.4644
H 0.8575 -0.4022 -3.3000 -0.1842
H 3.7704 -4.3233 -5.4996 0.2621
H 2.5182 -4.1890 -6.4780 0.2915
C -5.0104 2.9060 1.2654 -0.7355
C -4.2734 3.4862 0.0318 0.0331
C -5.0764 4.7151 -0.5378 -1.1181
O -5.3378 5.6774 0.4317 -0.4094
C -6.1995 6.7167 0.0001 -0.7806
N -3.0773 4.0590 0.6250 0.0463
H -5.9868 2.5934 0.8950 0.1333
H -5.2232 3.6542 2.0289 0.4173
H -4.4434 2.0923 1.7174 -0.1070
H -4.0115 2.6492 -0.6155 0.3619
H -6.0030 4.2964 -0.9305 0.8437
H -4.5643 5.2296 -1.3508 0.3598
H -7.0211 6.4003 -0.6426 0.3103
H -5.7989 7.6481 -0.3999 0.2177
H -6.5382 7.1231 0.9531 0.3422
H -2.6704 3.3388 1.2044 -0.3129
H -3.4035 4.7814 1.2510 0.3489
C 2.7355 2.4347 -4.2602 -0.1987
C 2.1149 3.6460 -3.4867 0.2081
C 0.6639 3.4658 -3.0639 0.3655
O -0.2396 3.1044 -4.1547 -0.5403
C -1.7073 3.0556 -3.7894 -0.5245
N 2.8651 4.0061 -2.2902 -0.2247
H 2.3688 1.4927 -3.8524 -0.3754
H 3.8174 2.3772 -4.1411 -0.2261
H 2.4687 2.5988 -5.3042 0.5413
H 2.1614 4.4670 -4.2022 0.3732
H 0.2104 4.3378 -2.5929 -0.0916
H 0.6455 2.7171 -2.2720 -0.1663
H -2.0251 4.0759 -3.5750 0.3603
H -1.9711 2.4866 -2.8979 0.0090
H -2.2801 2.4956 -4.5286 0.3655
H 2.2561 4.5564 -1.7016 0.1248
H 3.6620 4.5914 -2.4962 0.2250
C -1.9384 -8.1015 0.4255 -1.3743
C -1.6378 -7.1991 -0.7779 0.5823
C -0.2705 -6.3953 -0.6571 -0.3910
O -0.4263 -5.3573 0.3963 -0.2615
C 0.8390 -4.7856 0.8229 -0.6762
N -1.5760 -8.0947 -1.9943 -0.7603
H -1.5143 -9.1043 0.3747 0.4327
H -2.9960 -8.3296 0.5581 0.2901
H -1.3884 -7.6940 1.2737 0.3210
H -2.4540 -6.5089 -0.9917 0.1497
H 0.0972 -5.9139 -1.5632 -0.0576
H 0.4745 -7.1136 -0.3149 0.3673
H 0.5868 -4.1568 1.6767 -0.0634
H 1.3244 -4.1691 0.0663 0.2517
H 1.5932 -5.4983 1.1564 0.4459
H -0.7728 -8.6963 -1.8805 0.2958
H -1.3597 -7.5216 -2.7973 0.2532
C -7.8209 1.6729 -1.9475 -1.1646
C -7.7726 0.1569 -1.9230 1.0440
C -6.4596 -0.4112 -1.3031 -0.5857
O -6.4593 0.0249 0.0639 -0.4477
C -5.4070 -0.4923 0.8532 -0.7806
N -8.9248 -0.2257 -1.1129 -0.8421
H -8.7213 2.0358 -2.4432 0.3714
H -6.9145 2.1215 -2.3540 0.0678
H -7.8657 2.0497 -0.9257 0.3784
H -7.8511 -0.3172 -2.9014 -0.5263
H -5.5912 -0.2045 -1.9284 0.2031
H -6.5511 -1.4916 -1.1910 0.5095
H -4.4637 -0.2792 0.3504 0.0948
H -5.6595 -1.5409 1.0108 0.5973
H -5.4509 0.0891 1.7741 0.3033
H -8.6521 -0.0616 -0.1543 0.3419
H -9.7348 0.3642 -1.2396 0.2847
C 1.2219 -1.9092 3.4851 -1.8822
C 2.3330 -0.8216 3.7699 0.7452
C 3.5770 -0.9968 2.7817 0.6616
O 4.1295 -2.3207 2.8671 0.0754
C 5.0061 -2.6586 3.9552 -1.0350
N 1.7025 0.5065 3.6761 2.3459
H 1.1168 -2.0579 2.4104 0.0869
H 0.2334 -1.7629 3.9203 0.2450
H 1.6966 -2.8522 3.7565 0.5206
H 2.6806 -1.0608 4.7749 0.2194
H 4.2548 -0.2603 3.2134 -0.5949
H 3.3445 -0.6503 1.7747 -0.1488
H 4.4799 -2.6344 4.9094 0.3163
H 5.6978 -1.8223 4.0556 0.3284
H 5.5650 -3.5804 3.7938 0.2578
H 1.5216 0.8276 2.7357 -1.2421
H 2.4357 1.1514 3.9339 0.2230
C -5.9489 -3.9460 -5.3012 -1.5518
C -6.2068 -2.5607 -4.6712 0.7509
C -5.1132 -1.4673 -5.0004 -0.3759
O -5.4867 -0.2105 -4.3634 -0.1658
C -4.5494 0.8260 -4.4962 -0.7683
N -7.5383 -2.0186 -5.0196 -0.7531
H -6.7212 -4.6785 -5.0668 0.4651
H -5.0405 -4.3240 -4.8321 0.3448
H -5.7893 -3.8817 -6.3775 0.3674
H -6.2236 -2.7308 -3.5947 -0.1286
H -5.0076 -1.3361 -6.0773 0.4691
H -4.1960 -1.8218 -4.5301 -0.0149
H -4.7786 1.6958 -3.8806 0.3341
H -4.4735 1.1705 -5.5275 0.4910
H -3.5405 0.5163 -4.2236 0.0619
H -7.9224 -1.5119 -4.2349 0.3955
H -8.0938 -2.8606 -5.0694 0.3150
C 3.8516 -0.7692 -2.1692 -0.2838
C 5.3815 -0.7569 -2.0678 0.1494
C 5.9567 0.6345 -2.3087 -0.1702
O 6.0765 0.7586 -3.7413 -0.4098
C 6.4067 2.1142 -4.1465 -0.9795
N 5.6140 -1.2704 -0.7494 -0.2917
H 3.4446 -0.0408 -1.4678 -0.1062
H 3.4445 -1.7774 -2.0920 0.2469
H 3.5321 -0.5165 -3.1802 -0.0017
H 5.7200 -1.4666 -2.8227 0.5651
H 6.9589 0.7145 -1.8875 0.4575
H 5.2726 1.3606 -1.8697 -0.1603
H 7.4633 2.3157 -4.3229 0.3361
H 5.9938 2.8993 -3.5132 0.3001
H 5.9648 2.3421 -5.1165 0.3219
H 5.2361 -0.6648 -0.0349 -0.1290
H 5.0184 -2.0825 -0.6726 0.2424
C 1.4221 4.7517 1.0347 -0.2410
C 2.7433 4.0953 1.1915 0.2066
O 2.8001 2.9069 0.4138 0.0114
O 1.3029 5.3437 -0.2054 -0.7314
H 1.2545 5.5622 1.7439 0.3657
H 0.6212 4.0349 1.2161 -0.1618
H 2.9237 3.8006 2.2252 -0.3769
H 3.5178 4.8158 0.9286 0.3668
H 2.8389 3.1172 -0.5221 -0.0559
H 0.3745 5.4366 -0.4317 0.5325
C 4.5799 1.5773 5.6276 -0.1938
C 5.2818 2.6687 6.4197 -0.5813
O 4.3103 3.4038 7.1808 -0.5106
O 3.8044 2.1556 4.5186 -0.1940
H 3.9544 1.0048 6.3125 0.2649
H 5.1968 0.7913 5.1921 0.1245
H 5.8318 3.3993 5.8266 0.2471
H 6.0187 2.1965 7.0696 0.3629
H 3.8526 2.8028 7.7731 0.3134
H 4.5022 2.5680 4.0042 -0.0760
C 5.2364 -4.9334 -0.3756 -0.6997
C 4.5756 -6.3083 -0.0869 -0.3323
O 4.4191 -6.5683 1.2982 -0.5722
O 4.4087 -3.8382 0.0202 -0.0928
H 5.5855 -4.7557 -1.3928 0.4368
H 6.1387 -4.8164 0.2245 0.4153
H 5.1480 -7.0806 -0.6007 0.4795
H 3.6135 -6.3167 -0.5991 0.0375
H 3.9704 -7.4080 1.4214 0.3295
H 4.4560 -3.7425 0.9743 -0.0862
C 7.0806 0.8135 1.9152 0.0192
C 6.4971 2.2508 1.6259 -0.0319
O 5.9380 2.8932 2.8406 -0.4390
O 8.3797 0.9535 2.4693 -0.6144
H 7.1279 0.2026 1.0137 0.4641
H 6.5450 0.3198 2.7260 -0.2911
H 5.6522 2.0244 0.9755 -0.2312
H 7.3164 2.8307 1.2010 0.5987
H 6.6242 3.4761 3.1737 0.1739
H 8.9432 1.2175 1.7383 0.3657
C -2.3756 7.4051 -0.7146 -0.4674
C -1.8299 6.3536 -1.6525 -0.4175
O -1.1700 5.3371 -0.9174 0.0060
O -3.0952 8.3898 -1.4652 -0.5799
H -1.6028 7.8465 -0.0853 0.4277
H -3.0780 6.9812 0.0030 0.1270
H -1.1941 6.8245 -2.4023 0.4948
H -2.5501 5.7727 -2.2287 -0.0079
H -1.8378 4.8370 -0.4424 0.2049
H -3.3002 9.0568 -0.8058 0.3374
C 0.9733 0.1783 7.0268 -0.0884
C 0.9152 0.7266 8.4578 -0.7628
O 1.8244 1.7271 8.5801 -0.5208
O 0.7091 1.2062 6.1022 -0.5385
H 0.3372 -0.7021 6.9348 0.4321
H 1.9477 -0.2591 6.8094 0.0123
H 1.1851 0.0324 9.2536 0.3624
H -0.1027 1.0362 8.6948 0.3023
H 1.7084 2.0998 7.7030 0.3142
H 0.8634 0.7919 5.2500 0.1077
C -1.7907 1.1957 2.9326 -0.6280
O -1.9627 1.4663 1.5695 0.7900
H -1.0421 0.4109 3.0406 -0.1285
H -1.4610 2.1230 3.4010 0.0166
H -2.6284 0.8391 3.5319 0.4883
H -1.0863 1.3945 1.1843 -0.4012
C 0.7023 4.0284 4.4017 0.1182
O -0.3047 4.8397 4.8476 -0.6238
H 1.2781 3.5649 5.2027 0.0720
H 0.3774 3.2262 3.7391 -0.1319
H 1.4634 4.6326 3.9080 0.1944
H -1.0501 4.2836 5.0857 0.3608
C 0.4143 0.1080 -0.0852 -0.9857
O 0.6510 1.1254 0.8956 0.5319
H 0.0994 0.4526 -1.0702 0.1804
H 1.3132 -0.5001 -0.1865 0.0763
H -0.3582 -0.5971 0.2214 -0.0308
H 1.4893 1.5248 0.6521 -0.6673

Record 3
44
Properties=species:S:1:pos:R:3:mulliken_charge:R:1 method="wB97M-V/def2-TZVPD" e_homo_ev="-14.20 / -14.20" s2=2.00 e_tot_ev=-76663.8009 molar_mass_g_mol=497.10 lumo_ev="-8.0 / -8.0" largest_force_ha_per_bohr=0.0919 total_charge=+2 spin_multiplicity=3
C -0.5736 -3.5726 -4.4910 -1.0129
C -0.2558 -2.7135 -3.3544 0.9328
H -1.6650 -3.6074 -4.6379 0.3421
H -0.1777 -4.5929 -4.3248 0.3555
H -0.0907 -3.1708 -5.4101 0.3749
O -0.9978 -2.2305 -2.5008 -0.4024
Cl 1.7485 -2.2519 -3.1973 -0.1471
Pr 0.7104 -0.9058 -1.2188 0.6426
P -0.0830 1.6204 -2.5363 0.8849
C -1.5402 2.7264 -2.5660 -1.3859
C 1.2401 2.8932 -2.4739 -1.2611
H 0.7652 0.4247 -4.5051 0.3204
H 0.2045 2.0838 -4.8814 0.4652
H -0.9882 0.7714 -4.6380 0.3267
C -0.0182 1.1717 -4.3129 -1.1840
H 2.2054 2.4020 -2.3046 0.3388
H 1.2523 3.4468 -3.4202 0.4412
H -1.3996 3.5095 -3.3198 0.4184
H -1.6537 3.1888 -1.5814 0.3912
H 1.0427 3.5817 -1.6423 0.3787
H -2.4415 2.1535 -2.7999 0.4271
C -1.8862 0.0569 -1.0009 0.2866
O -3.0360 0.1354 -0.9389 -0.1629
Cl 3.0536 0.1058 -0.8555 -0.3406
C -1.1090 -1.5578 1.6710 -1.3042
P 0.4167 -0.5379 1.8318 0.7470
C -0.1194 1.2264 1.7010 -0.9394
C 0.6629 -0.6115 3.6397 0.5064
C 1.9801 -0.7255 4.1362 -0.3225
C 2.1988 -0.6610 5.5121 -0.5577
C 1.1282 -0.4642 6.4020 -0.4901
C -0.1700 -0.3429 5.9027 -0.6247
C -0.4129 -0.4223 4.5284 -0.3084
H -1.2210 -2.0119 0.6700 0.4484
H -2.0164 -0.9719 1.8909 0.3143
H -1.0226 -2.3841 2.3958 0.4380
H -1.1506 1.3603 2.0662 0.3801
H 0.5706 1.8089 2.3314 0.4486
H -0.0384 1.6209 0.6765 0.0962
H 2.8108 -0.8726 3.4483 0.3650
H 3.2139 -0.7570 5.9115 0.3836
H 1.3062 -0.3922 7.4781 0.3934
H -1.0088 -0.1812 6.5757 0.3976
H -1.4345 -0.3493 4.1433 0.1983